1.
Here is one molecule with the formula C4H9NS at a distorted geometry from OMol25. Energies are from the ωB97M-V functional and the def2-TZVPD basis.

CARTESIAN COORDINATES (ANGSTROEM)
H -1.8028 0.8840 -1.0887
H 2.5653 0.4566 -1.3553
C -0.4188 1.0687 0.6319
C -0.9583 -0.9143 -0.7119
H 0.7811 -2.1942 1.0166
C -1.4814 0.3811 -0.1853
H -0.4928 0.8309 1.6221
H -1.2100 -1.8533 -0.3814
N 1.6682 0.8269 -1.0507
H -2.2226 0.1501 0.5462
H 1.8729 0.6150 1.6046
H -0.6186 -0.8667 -1.7319
C 1.2979 -1.5969 0.2214
H -0.0872 2.1488 0.6378
S 1.1072 0.0634 0.2247

Cartesian forces (eV/Å) of the 2 atoms listed first:
H -0.4 0.7 0.4
H -0.2 -0.4 0.2

Computed properties:
- Orbital gap (spin up / spin down): 8.1921 / 8.1916 eV
- ΔE to the lowest compared entry with this formula, charge and spin: 207.8 kcal/mol

Results of the Mulliken charge analysis, in e, for atoms 1 through 2: atom 1 (H): 0.2828, atom 2 (H): 0.2204

---

2.
Here is a 6-piece molecular cluster, ClH10O5 overall from OMol25. Energies are from the ωB97M-V functional and the def2-TZVPD basis.

CARTESIAN COORDINATES (ANGSTROEM)
H 0.5274 -3.3527 0.5497
O -1.6739 2.8610 -0.1140
H 0.8531 -2.0858 1.3276
Cl 0.6522 0.1895 0.3407
H -1.7976 -0.9635 2.5831
O 3.3169 1.9257 -0.2602
H -1.1548 -1.0143 -2.1416
H -0.0624 0.0265 -1.9287
H -1.4220 -0.9137 1.1095
H -1.5182 1.9535 0.1932
H 2.5891 1.3157 -0.0052
H -1.9611 2.7581 -1.0267
H 3.0031 2.3310 -1.0727
O 1.0372 -3.0430 1.3029
O -1.9413 -1.4257 1.7521
O -0.4478 -0.5623 -2.6098

Cartesian forces (eV/Å) of the 2 atoms listed first:
H 0.0 0.1 0.0
O -0.3 -0.1 0.0

Computed properties:
- Orbital gap: 9.4523 eV
- ΔE to the lowest compared entry with this formula, charge and spin: 5.1 kcal/mol
- Net charge: -1

Results of the Mulliken charge analysis, in e, for atoms 1 through 2: atom 1 (H): 0.3002, atom 2 (O): -0.6429

---

3.
Here is C28H32EuN8O5 as an isolated structure at a distorted geometry from OMol25. Energies are from the ωB97M-V functional and the def2-TZVPD basis.

CARTESIAN COORDINATES (ANGSTROEM)
H 3.9909 -0.2014 6.1856
C 1.8670 -0.0223 6.6696
O 3.5025 -2.2598 2.6504
H -2.3103 5.3401 -0.7356
H 1.9702 0.6199 7.5704
H -3.5649 1.7230 -4.3973
C -1.0988 -1.2134 4.6426
H -2.2853 -1.2872 1.8102
C -0.7801 4.0570 -2.7432
H 2.6955 -3.2230 0.7985
H -4.8273 2.7330 -2.7319
H 1.7989 -4.6725 -1.8873
N -1.4267 0.6870 1.4622
C -1.6518 -0.4568 2.1664
C 1.4251 -1.7480 4.5543
N 0.9031 -2.7708 -1.5487
H 1.7048 -0.8243 -1.3312
H 6.5377 -2.7901 -2.3351
C -4.8377 2.0202 -1.8907
H -4.8482 -0.1410 -1.6583
H -1.4374 1.2916 -5.4669
N -0.4144 0.8279 3.4701
O -1.4904 3.5962 -1.5966
C 3.4663 -2.9364 0.0746
N -0.4625 -1.0498 -1.2891
C -2.6535 4.4531 -1.2725
H -0.2362 2.3640 2.0643
N -1.0728 -0.3884 3.3770
C -4.6496 0.6060 -2.4224
H -1.8417 -0.7394 5.3262
C 2.0646 -3.6041 -1.9343
H -3.1913 4.6976 -2.1709
N -0.3759 -3.2623 -1.7539
H -4.6698 4.1731 -0.3656
C 3.8157 -1.5258 3.8629
C 4.4361 -3.1672 -2.1111
H -1.8622 3.3285 -4.4498
N 5.4891 -1.1829 2.5019
H -1.1039 -0.1651 -4.4692
O -0.8704 1.7180 -3.5168
C -3.0945 0.7329 -4.2187
C 0.3284 -1.1438 5.1894
H -5.3338 0.4454 -3.2829
C -1.5854 0.8339 -4.4822
C -0.9358 3.0929 -3.9478
H -0.2502 0.1118 6.7967
C 4.6748 -2.4382 0.5158
H 0.2526 4.1644 -2.3976
C 2.7406 -1.3522 4.8880
H -3.3204 3.5900 0.6294
H 2.1178 -3.3728 -3.0156
H 1.3024 -2.4116 3.7013
H 4.3134 -3.3632 -3.2217
O -3.8181 2.2573 -0.9029
C 5.8010 -2.5253 -0.2921
C 5.6758 -2.7894 -1.6511
C -3.7040 3.6457 -0.4229
C 0.5836 -0.3496 6.3158
H -2.2389 -2.2749 -1.5688
C -1.1407 -2.2245 -1.5237
Eu -1.5399 1.0460 -1.0069
N 4.9228 -0.8514 3.7318
H -0.0822 3.3005 -4.5988
H 6.7517 -2.3967 0.1310
C 4.6253 -1.9134 1.8757
C -0.6701 1.4218 2.3441
H -1.1627 5.0596 -3.0600
H -5.8280 2.1418 -1.4424
H -1.4484 -2.2019 4.2816
C 0.8221 -1.4483 -1.3549
C 2.9684 -0.5059 5.9782
H -3.4349 0.0340 -4.9641
C 3.3209 -3.2143 -1.2683
O -3.3179 0.2951 -2.8645

Cartesian forces (eV/Å) of the 2 atoms listed first:
H -0.2 0.0 0.1
C 0.6 0.4 1.7

Computed properties:
- ⟨S²⟩: 12.01
- Orbital gap (spin up / spin down): 1.9505 / 5.0111 eV
- Net charge: +3
- 2S+1: 7

Results of the Mulliken charge analysis, in e, for atoms 1 through 2: atom 1 (H): 0.4900, atom 2 (C): -0.5483

---

4.
Here is a 13-piece molecular cluster, C52H143N13O13 overall at a distorted geometry from OMol25. Energies are from the ωB97M-V functional and the def2-TZVPD basis.

CARTESIAN COORDINATES (ANGSTROEM)
H -4.0218 1.5362 -0.3655
H 1.5265 -4.0847 3.4192
H 2.9549 -6.0068 -4.0726
O 6.2507 0.4872 1.6468
H -0.2488 1.4383 5.7557
O -2.9494 1.7151 2.9608
H -5.0440 1.8133 -3.0845
H 0.7947 -6.7221 1.0506
H -0.8629 5.7153 -2.8138
C -0.1284 5.7737 -3.6170
C -6.1473 -1.1120 7.0420
N -0.1597 0.7174 2.9820
H 4.7277 2.5324 2.3812
H 3.0341 -6.3427 0.6679
H -1.1188 0.3652 -6.6401
C -2.3723 -3.1577 5.6723
N 6.0515 2.1200 -2.6476
H 0.2045 -2.4474 -5.2261
C 0.2741 0.8551 6.5137
C 0.2666 -4.7481 0.3978
C 4.9730 0.8546 1.0485
H 1.1640 -4.9774 7.7657
H 5.6488 7.0092 -3.0207
C -5.3569 3.4790 0.5269
H 3.2743 3.3046 -0.1290
C 3.8632 2.6161 -3.4838
H -1.7349 -1.4667 2.3028
H 0.4559 7.7690 -3.0058
O 0.6451 -5.7774 -2.1229
H -4.7652 2.7658 2.9604
H 6.3651 2.5711 0.5754
H 0.7669 -4.1483 1.1581
H 0.1421 -4.0881 -0.4606
H -0.6965 -5.0790 0.7862
H 1.1951 -0.6159 1.8894
H -5.9359 -0.4043 7.8436
N 4.5086 -2.9997 4.6258
H -1.9383 1.8790 7.3491
H -3.8843 1.8181 -5.9235
C -4.2087 2.0621 2.3413
H 3.3087 2.3362 5.6794
H 2.5820 -3.5533 -4.1157
C 6.4638 -0.8871 1.6174
C -2.4445 -1.9622 6.7277
H 0.1616 -0.7629 -0.0300
C 1.0731 -6.0208 0.2639
H -2.5611 -2.9168 0.4993
C -3.5303 -2.9488 0.0015
H 0.0577 -5.3695 -4.0365
C 0.0736 7.2982 -3.9114
C -3.1314 2.5207 -4.0821
H -3.2786 -2.9797 -1.0586
H 2.5218 -2.9461 2.6058
H -5.8874 -0.7846 -3.7414
C -0.2681 0.0360 0.5742
C 1.8150 0.8908 6.1413
H -0.7142 -3.4177 -5.9208
N 0.0890 -2.8482 -6.1460
H 5.6602 -1.4792 2.0554
O 3.8174 -5.0777 -2.4223
H -0.1501 -7.2748 -1.0133
N 2.0008 -0.0121 5.0342
C 2.7683 -2.9575 -3.2222
H 3.8139 -5.3716 5.3070
C 3.0743 -1.5394 -3.5626
H -3.5705 1.2636 -2.3475
N -0.7508 5.0691 -4.7736
H -6.4353 4.3800 -6.2042
H -2.5105 -4.1303 6.1447
H 4.0997 -1.2501 -3.7927
H 0.7796 7.3080 -4.7418
H 6.7019 4.6924 -2.8258
H -5.7539 -2.1291 1.9038
H 7.3300 -0.9607 2.2750
H -0.3251 -2.8658 -8.6706
C 5.6375 4.4582 -2.8414
H -0.9551 -1.3405 -8.9909
H -6.5710 -2.1068 -2.6966
H -1.3300 -1.3492 8.2444
C 5.3390 3.1270 -3.4773
H -0.1203 -0.1601 6.4713
H 1.3611 0.3839 4.3603
H 0.5563 -7.0096 -3.6086
C -0.8973 -2.0742 -8.1870
N 2.4772 -5.5860 0.2971
C 1.1816 5.2709 -3.2416
O -4.9075 -1.5946 6.5179
N -3.3351 2.1763 0.0071
C 3.2353 2.8147 0.8440
C -0.0124 -6.1429 -3.2716
H -2.9468 3.3142 -2.2386
H 0.7610 -1.2449 -7.2918
H 1.5249 -0.8413 5.3598
H 2.0294 2.8958 6.5434
H 2.8807 3.6055 1.5051
C -1.2810 9.2445 -4.2916
H 0.8202 1.0142 -1.7390
H 5.7852 3.1752 -4.4706
H -1.9159 -2.4598 -8.1434
H -2.5728 1.6336 0.3872
H -6.9038 -0.3556 -2.4326
H 4.4039 -5.2390 -4.3606
O -1.1365 7.8442 -4.3988
H -1.6546 -2.9058 8.3125
H -3.8861 -0.9052 8.1726
H 1.9538 2.6385 4.7022
H 3.7846 1.5316 -3.5594
H -0.4016 -2.0789 3.3466
O 0.3354 1.3049 0.3279
H -6.8946 -1.8444 7.3474
H -0.0766 1.7405 -4.8690
C -5.5628 -1.5380 -0.4806
H -4.6591 1.0780 2.2124
H -1.5910 1.9504 9.0502
N 1.5028 -2.8595 -2.4192
H -3.2645 2.1330 4.8024
H -1.3043 0.2270 0.2952
H -1.9628 0.4162 8.3906
H -6.0079 -2.5231 -0.6204
H -4.0585 0.5867 4.4516
H -6.2243 -0.8618 0.0610
H 4.1941 -3.3430 -1.5865
C 4.6210 2.3553 1.3110
C 0.1368 -0.4403 2.0823
H 1.1976 -3.7978 -2.2037
H -4.0496 -2.5342 8.2728
H 2.8886 -0.9211 -2.6844
H -1.4539 -3.1997 5.0867
C -3.7402 2.7846 -5.4406
H -3.7717 4.2144 -3.2025
O -4.9785 3.4742 -5.2690
H -3.9759 0.5645 -3.8910
C 3.9739 -3.6673 -2.6036
H -2.2161 1.9299 -4.1164
C -0.6664 -1.6709 2.3712
N -4.7711 -1.9051 1.8399
H 4.2069 0.2015 1.4663
H -5.5049 3.2454 -7.3500
N -2.9287 3.6583 -3.1880
H 4.4045 -6.8304 -3.4511
H -1.1322 0.9337 3.1479
C 0.7853 -6.7180 -1.0696
H -4.5198 -1.3773 2.6635
C 3.9280 -5.8619 -3.6032
H 4.8954 -2.9564 5.5578
H -6.7253 -0.5678 6.2951
C -3.1572 1.1777 4.2886
H 0.3654 -6.2090 7.0943
H -1.3962 9.6888 -3.3029
H -1.1593 5.8054 -5.3314
H -2.0057 -1.0324 -6.0722
C 3.1042 -3.5053 4.6854
H 6.8030 -1.2371 0.6424
H -0.4252 -2.4530 1.6513
H 4.3164 6.9067 -4.2409
O -0.1027 1.3561 7.8275
C 1.3477 -5.7436 7.0126
H 1.2976 4.2267 -2.9511
H -3.4285 3.7035 1.2391
O -5.1202 -1.0190 -1.7127
C -4.0293 1.4858 -3.3110
C -6.1633 -1.0966 -2.7341
H 1.7031 5.3980 -4.1903
H -2.0192 -1.1203 6.1815
H -5.1150 4.3118 -0.1335
H -6.0347 3.6833 1.3557
H -1.5273 4.6126 -4.3167
C -1.4399 1.3437 8.1573
H 2.9218 -5.3612 -0.5815
H 4.0009 6.3124 -2.5800
H 3.0800 -4.7217 2.9688
H -0.7611 1.7339 -1.4520
H 1.7119 -2.3792 -1.5557
C -4.3012 -1.7524 0.4533
C 3.0525 -4.6777 5.6631
H -4.7559 4.6158 -6.9534
O 5.0323 5.2782 -3.8657
H 1.5258 -7.4735 -1.3322
N -1.3187 -2.1897 7.6845
H 0.1637 1.5550 2.5196
H 4.8877 0.5581 0.0030
H 1.7354 5.8447 -2.4985
O 1.6965 -5.1784 5.8008
H 2.4403 -2.7345 5.0770
H 3.4578 2.8464 -2.4985
H 7.0361 2.3389 -2.5965
H 2.4911 -1.1481 -4.3963
H 2.4440 0.4949 6.9386
H 5.4064 3.0644 -0.4719
O -0.4078 -0.2850 -4.8409
H 2.1183 -6.3956 7.4238
H 4.3418 -2.0346 4.3793
C 0.5116 0.8229 -4.8585
H 3.3930 -4.3648 6.6501
H 1.1161 0.8718 -5.7643
H -3.1831 -3.1241 4.9446
H -1.0746 -6.3816 -3.2165
N 5.5448 3.1581 0.5242
H 3.2308 3.0779 -4.2421
H 1.1025 0.7878 -3.9432
H 0.8270 2.5185 -1.2119
H 5.8986 1.1781 -2.9785
H 2.4387 2.0884 1.0057
H -4.1791 -3.8207 0.0852
C -4.0728 2.8442 1.0531
H 5.3384 4.5533 -1.7975
C -0.2033 -1.6252 -6.9547
C 0.2407 1.6161 -1.0390
C 4.7598 6.4691 -3.3464
H -2.4103 0.4673 4.6429
C -5.4863 3.9394 -6.5097
H -1.8691 9.6573 -5.1113
C -3.8698 -1.7732 7.5135
C 2.5703 -3.8073 3.2723
C 2.2220 2.2518 5.6854
H -5.9748 2.7802 -0.0370
H 4.8781 -3.5725 -3.2048
H -3.5678 -0.9460 0.4454
H -3.0231 3.3105 -6.0710
C -1.0142 -0.5810 -6.1093
H -0.2834 9.5258 -4.6289

Cartesian forces (eV/Å) of the 2 atoms listed first:
H 0.3 -0.7 -0.6
H -0.2 -0.2 0.0

Computed properties:
- ⟨S²⟩: 0.76
- Orbital gap (spin up / spin down): 8.7213 / 2.8395 eV
- ΔE to the lowest compared entry with this formula, charge and spin: 110.1 kcal/mol
- Net charge: +1
- 2S+1: 2

Results of the Mulliken charge analysis, in e, for atoms 1 through 2: atom 1 (H): -0.1219, atom 2 (H): 0.2420

---

5.
Here is a 5-piece molecular cluster, C40H60BrO16PSSi overall at a distorted geometry from OMol25. Energies are from the ωB97M-V functional and the def2-TZVPD basis.

CARTESIAN COORDINATES (ANGSTROEM)
C -4.3892 -6.3777 3.9934
H -5.8231 2.5350 0.6723
H 5.7910 -5.7865 1.5475
H 4.0552 3.5347 1.2147
O -4.8212 -7.6273 4.1506
H 6.3067 4.9458 -3.2700
C -5.6792 -7.8168 5.2786
C -0.3459 2.3158 -3.2150
C -0.2882 3.8224 -0.9131
O -0.1300 2.2905 -4.3958
H -2.7447 4.5964 -0.0494
H -3.7268 -0.0110 4.8083
H -8.1544 4.4225 -3.5066
O 5.2469 -4.1633 2.7306
O 5.3114 3.0110 -0.3677
H 3.3275 -0.6701 -2.8434
C 4.3237 -3.6458 1.9334
C 0.7234 2.7646 -1.0720
C 4.6326 2.6994 0.8293
Si 5.1613 4.4940 -1.1026
O 0.8400 -5.5185 -1.6200
H -2.9316 -6.1598 -1.5669
H 5.9942 6.2726 0.4617
C 3.4303 5.2097 -1.0786
O -4.6567 -5.4491 4.7148
C 1.5500 -4.7994 -0.5986
O 4.2773 -3.7663 0.7296
H 1.5770 0.4572 -3.3356
C 6.3565 5.7551 -0.4143
H 2.5880 -5.1107 -0.6208
H -6.5772 -7.2096 5.1847
H 7.3985 -0.5417 -1.6506
O -0.0309 4.8891 -0.4291
H -2.8005 -4.7236 -2.6144
C -7.7881 3.3840 0.3369
H -7.9410 4.4531 0.2905
H -6.4969 2.2357 -0.9210
H 1.8538 -2.9317 1.3527
H -8.5503 2.9274 -0.2730
H 5.3859 2.4734 1.5743
H -5.1597 -7.5711 6.2023
C -3.0236 2.4760 -5.7986
H 1.4842 -3.7300 -0.7860
H -5.9333 5.5779 -2.8614
C -2.7709 3.9830 -0.9293
H 1.8390 -1.6798 2.5914
H -2.1471 0.9836 -4.6326
H -7.2387 5.6573 -1.7523
C 0.4765 -2.1440 5.8710
H 7.3351 5.3342 -0.2398
H 1.7559 3.1171 0.7483
C 1.7141 2.5253 -0.1452
H 2.8352 4.9739 -0.2104
H -2.4377 -5.1586 1.7586
C 6.2440 -4.9383 2.0556
O 3.4644 -2.9286 2.6761
C 2.6592 0.8043 -1.5198
C 2.7035 1.5772 -0.3658
C -6.5337 4.9739 -2.2003
O -0.9656 -4.6331 -0.6592
C -3.1418 0.7039 5.3835
H 6.0918 3.2207 -2.9848
C 6.2607 -2.2652 -2.0750
S 5.3124 0.3674 -2.0882
H -7.9593 3.0729 1.3533
O -2.2030 0.0269 6.2298
C 3.6399 -0.2746 -1.8943
C -1.6073 3.5128 -1.4932
C -4.0097 2.9490 -2.6727
H -3.8730 1.1127 -4.4897
C 3.7739 1.4613 0.6875
H 6.4206 -2.1886 -3.1387
H 6.9662 -2.9520 -1.6305
C -2.8565 2.4692 -3.2599
H -2.8964 -6.3456 -3.3341
H 4.3920 0.6030 0.4791
C -7.3225 3.9479 -3.0083
H 6.2650 -0.9923 -0.3737
C 2.4708 -2.2330 1.9021
C -6.3926 2.9688 -0.1289
H -7.7441 3.1778 -2.3862
C -2.5212 -5.7685 -2.4953
C -0.4647 -5.2664 -1.5509
H -2.6272 1.3898 4.7138
C -3.9874 3.7119 -1.5166
O -3.6009 -6.3352 2.9305
C 6.4059 -0.9003 -1.4419
H -4.9467 2.7272 -3.1501
H 1.1274 -5.0350 0.3763
H -2.4956 -4.6513 3.4590
O -3.2762 2.0233 -6.8371
C -1.3165 -0.7124 5.5776
H 1.0726 -2.5499 6.6819
C 1.6361 1.0253 -2.4282
H 3.5334 6.2866 -1.0781
C -2.9576 1.6840 -4.5287
O -0.5087 -1.2936 6.4646
H 0.0039 -2.9600 5.3280
H 3.2848 1.2748 1.6385
C -1.6407 2.7544 -2.6558
H 2.8945 4.9294 -1.9706
P -5.5065 4.4135 -0.7881
H 6.9207 -5.2910 2.8267
H -5.9469 -8.8685 5.2776
H 6.7878 -4.3237 1.3417
H 1.1136 -1.5713 5.2002
H 6.4764 6.4919 -1.1975
H 2.9555 -1.5367 1.2195
H -3.8825 -4.3407 2.3837
H 3.5960 -1.0918 -1.1849
H 5.2795 -2.6756 -1.8992
H 4.7388 4.1558 -3.4949
H -6.7133 3.5036 -3.7775
C 5.6335 4.1936 -2.8909
Br -2.6843 4.3990 -5.6699
O -1.0989 -5.9155 -2.5200
C 0.6899 2.0076 -2.2241
H -3.7938 1.2612 6.0482
C -3.0788 -5.0310 2.6265
O -1.2454 -0.8378 4.3809

Cartesian forces (eV/Å) of the 2 atoms listed first:
C 0.0 0.2 0.4
H 0.4 -0.2 0.3

Computed properties:
- Orbital gap: 7.6346 eV

Results of the Mulliken charge analysis, in e, for atoms 1 through 2: atom 1 (C): 0.7981, atom 2 (H): 0.5910

---

6.
Here is a 2-piece molecular cluster, C26H18BrN2 overall at a distorted geometry from OMol25. Energies are from the ωB97M-V functional and the def2-TZVPD basis.

CARTESIAN COORDINATES (ANGSTROEM)
C 0.9055 -3.4733 -1.3081
H 2.9921 -1.0410 -2.5726
C 0.9069 0.7211 -1.6984
H 2.5699 1.4198 -2.8502
C -0.9223 -0.2003 -0.5766
H -4.3569 -2.5623 1.4320
H -0.5116 -0.8665 1.9091
C 1.0692 2.9765 -2.4944
H 1.6737 -1.7329 2.0354
C -0.3537 1.0312 -1.0812
H -3.0187 1.2272 -1.5179
C 3.4325 -0.5682 2.5169
C -0.8228 2.3428 -1.0805
C 2.0020 -2.9085 -1.9838
H -0.5129 4.3197 -1.8695
C 1.7633 1.6778 2.1929
H -1.7114 2.6033 -0.5030
N -2.0455 1.7069 2.1283
H 3.5126 2.8531 2.6483
C 1.2330 0.3783 2.0763
C -2.7186 -1.4539 0.5912
H -6.1017 -1.1938 0.2734
H -0.9490 -3.1140 -0.2435
C -4.6606 0.1289 -0.6627
C -0.1009 -2.6672 -0.7562
H 1.5707 3.7340 -3.0960
C -0.1613 0.1701 1.8399
C -0.1200 3.3046 -1.8196
N -1.0065 1.1741 2.0956
C 1.6174 1.6888 -2.3943
C 3.9422 0.7327 2.6674
Br 5.7665 0.9678 3.1008
H 4.0735 -1.4296 2.6787
H 2.7533 -3.5589 -2.4285
H -5.4118 0.7635 -1.1360
C 1.1340 -0.7136 -1.5688
C -4.0674 -1.7351 0.7791
H 0.8296 -4.5569 -1.2070
C -3.3120 0.4057 -0.8640
C 2.1349 -1.5163 -2.0926
H 1.1131 2.5449 2.0572
C 2.0951 -0.7391 2.1864
C -2.3175 -0.3954 -0.2518
C -0.0058 -1.2817 -0.8985
H -1.9676 -2.0614 1.1007
C 3.1106 1.8544 2.5051
C -5.0453 -0.9567 0.1409

Cartesian forces (eV/Å) of the 2 atoms listed first:
C 0.2 0.2 -0.1
H -0.2 -0.4 0.0

Computed properties:
- Orbital gap: 5.1757 eV
- Net charge: +1

Results of the Mulliken charge analysis, in e, for atoms 1 through 2: atom 1 (C): -1.0822, atom 2 (H): 0.4445